ORCA calculation (ωB97M-V/def2-TZVPD) on a 2-piece molecular cluster, C9H11NO4S overall in a non-equilibrium geometry.

Summary:
molecular weight: 229.3 g mol⁻¹
E_HOMO (spin up / spin down): -8.8 / -9.0 eV
energy relative to the best compared isomer or geometry (same formula, charge and spin): 677.9 kJ/mol
Kohn-Sham gap (spin up / spin down): 0.260 / 0.276 Eh
calculated total energy: -1103.2096 Eh

Last column: natural (NBO) charge in e.
CARTESIAN COORDINATES (ANGSTROEM)
C 4.07 -0.30 -0.26  -0.1852
C 3.55 0.42 -1.34  -0.1948
C 3.37 -0.40 0.91  -0.2111
C 2.30 0.99 -1.14  -0.2193
C 2.08 0.06 1.05  -0.1755
C 1.59 0.70 -0.03  -0.2267
C -2.31 -0.03 -1.46  -0.6904
C -2.92 -0.29 1.00  -0.7004
C -1.96 -0.42 -0.09  0.2757
N -0.75 -1.02 0.17  0.3811
O 0.12 -1.04 -0.74  -0.4673
O -0.64 -1.67 1.22  -0.4231
O -0.34 2.39 -0.90  -0.8837
O -0.10 2.05 1.57  -0.8694
S 0.00 1.55 0.21  1.9105
H 5.00 -0.86 -0.51  0.2233
H 4.07 0.79 -2.20  0.2250
H 3.75 -1.16 1.57  0.2220
H 1.64 1.34 -1.98  0.2459
H 1.54 -0.10 1.95  0.2498
H -3.30 -0.21 -1.64  0.2238
H -1.62 -0.56 -2.11  0.2620
H -2.18 1.17 -1.53  0.2733
H -2.84 0.65 1.55  0.2626
H -2.81 -1.05 1.74  0.2667
H -3.91 -0.28 0.49  0.2251

***

ORCA calculation (ωB97M-V/def2-TZVPD) on C34H30N4O6S2SbY as an isolated structure.

Summary:
molecular weight: 865.4 g mol⁻¹
charge: -2
E_HOMO: -2.6 eV
energy relative to the best compared isomer or geometry (same formula, charge and spin): 0.0 kJ/mol
Kohn-Sham gap: 0.234 Eh
calculated total energy: -3059.3592 Eh

Last column: Mulliken charge in e.
CARTESIAN COORDINATES (ANGSTROEM)
Y 2.29 0.32 0.67  0.9189
C 2.57 0.04 3.10  -1.7307
C 3.89 -0.49 3.38  1.2782
C 4.15 -1.87 3.38  -0.3701
C 5.40 -2.38 3.66  -0.7483
C 6.46 -1.52 3.96  0.5622
C 6.24 -0.14 3.93  -0.6133
C 4.99 0.36 3.65  -0.4680
C 7.74 -2.04 4.33  -0.0595
N 8.76 -2.47 4.67  -0.6292
H 2.40 1.03 3.52  0.4811
H 1.77 -0.65 3.40  0.2210
H 3.34 -2.55 3.13  0.3637
H 5.58 -3.45 3.65  0.3818
H 7.06 0.54 4.14  0.3908
H 4.83 1.43 3.63  0.3279
N 5.13 2.68 -0.12  -0.3666
C 5.42 1.37 0.08  0.6437
O 4.49 0.59 0.44  -0.4747
C 6.75 0.90 -0.10  0.5169
C 7.07 -0.45 0.15  0.0296
N 7.36 -1.55 0.34  -0.6891
C 7.74 1.80 -0.55  -0.1573
N 8.53 2.55 -0.95  -0.6492
H 4.15 2.91 -0.23  0.3391
H 5.81 3.25 -0.60  0.2457
C -5.41 0.45 -3.05  -1.4012
C -5.84 0.74 -1.64  1.3131
C -7.21 0.74 -1.37  -0.4788
C -7.71 0.92 -0.09  -0.5785
C -6.83 1.11 0.96  -0.7097
C -5.47 1.14 0.70  -0.9323
C -4.94 0.95 -0.59  0.1925
Sb -2.76 1.20 -0.49  1.2773
C -2.03 0.48 -2.37  0.6559
C -1.44 -0.77 -2.49  -0.5487
C -0.86 -1.17 -3.69  -0.7888
C -0.86 -0.31 -4.77  -0.7450
C -1.41 0.95 -4.65  -0.8121
C -1.98 1.38 -3.46  0.9936
C -2.48 2.79 -3.32  -1.7202
C -2.51 -0.61 0.63  0.0687
C -1.64 -0.48 1.72  -0.6344
C -1.39 -1.55 2.57  -0.6659
C -2.01 -2.76 2.35  -0.6367
C -2.88 -2.90 1.27  -0.6325
C -3.14 -1.84 0.40  1.2735
C -4.09 -2.08 -0.75  -1.5028
H -5.97 -0.41 -3.44  0.4290
H -4.36 0.22 -3.13  -0.2037
H -5.62 1.29 -3.71  0.4393
H -7.90 0.57 -2.20  0.3709
H -8.78 0.91 0.08  0.3512
H -7.19 1.25 1.97  0.4085
H -4.79 1.30 1.53  0.3379
H -1.41 -1.43 -1.64  0.3330
H -0.39 -2.15 -3.76  0.3673
H -0.40 -0.62 -5.71  0.3334
H -1.37 1.64 -5.49  0.3485
H -2.40 3.33 -4.26  0.4501
H -1.89 3.32 -2.57  0.2712
H -3.53 2.82 -3.00  0.2523
H -1.15 0.47 1.89  0.2659
H -0.69 -1.42 3.39  0.3863
H -1.82 -3.61 2.99  0.3684
H -3.36 -3.86 1.09  0.3905
H -5.12 -1.90 -0.45  0.3373
H -4.01 -3.12 -1.09  0.4735
H -3.87 -1.44 -1.60  0.0283
O 0.35 0.97 -0.42  -0.0081
S 0.68 2.43 -0.23  0.9189
O 2.18 2.45 -0.41  -0.8449
O -0.03 3.27 -1.16  -0.6789
S 0.36 2.77 1.71  -0.4290
O 2.52 -1.02 -1.30  -0.5962
C 1.85 -1.92 -0.75  0.3269
O 1.49 -1.87 0.46  -0.5691
H 1.55 -2.80 -1.35  0.4096

***

ORCA calculation (ωB97M-V/def2-TZVPD) on a 6-piece molecular cluster, C43H56ClN5OP overall.

Summary:
molecular weight: 725.4 g mol⁻¹
charge: +1
E_HOMO: -11.1 eV
Kohn-Sham gap: 0.341 Eh
calculated total energy: -2822.4303 Eh

Last column: Mulliken charge in e.
CARTESIAN COORDINATES (ANGSTROEM)
C 0.11 2.69 -0.12  -1.3540
C -0.82 1.75 -0.86  0.2986
C -1.27 0.62 0.07  -0.2262
Cl -2.60 1.17 1.13  -0.1026
P -1.82 -0.82 -0.89  0.2881
C -2.50 -2.11 0.17  -0.5391
C -1.42 -2.95 0.90  -0.6297
C -1.86 -4.42 1.06  0.6406
C -1.01 -5.31 0.14  -1.6418
C -1.75 -4.89 2.50  -1.5368
C -0.49 -1.42 -1.93  -0.1608
C -1.01 -2.27 -3.11  -0.2141
C -1.45 -1.40 -4.30  -1.3452
O -0.08 -3.25 -3.42  -0.4625
C 1.17 -2.73 -3.87  -0.6034
C 2.22 -2.82 -2.78  0.4659
C 3.25 -1.88 -2.74  -0.7081
C 4.22 -1.94 -1.73  -0.5400
C 4.14 -2.95 -0.76  -0.5589
C 3.12 -3.89 -0.82  -0.5353
C 2.16 -3.84 -1.82  -0.3335
H 0.95 2.17 0.32  0.4641
H 0.48 3.47 -0.78  0.1756
H -0.43 3.17 0.70  0.3606
H -1.71 2.28 -1.17  0.3538
H -0.30 1.31 -1.71  -0.4113
H -0.46 0.34 0.74  0.6346
H -2.86 -0.35 -1.69  0.0265
H -3.16 -2.72 -0.44  0.6881
H -3.13 -1.61 0.90  0.2017
H -1.24 -2.53 1.88  0.3959
H -0.50 -2.92 0.32  0.3247
H -2.89 -4.53 0.75  0.3133
H -1.27 -5.18 -0.91  0.3139
H 0.04 -5.07 0.25  0.2877
H -1.16 -6.36 0.37  0.5062
H -0.74 -4.74 2.88  0.3903
H -2.45 -4.40 3.16  0.2771
H -1.93 -5.96 2.55  0.4367
H 0.04 -0.54 -2.29  0.2746
H 0.21 -1.97 -1.30  0.2088
H -1.89 -2.81 -2.77  0.4404
H -1.12 -1.90 -5.20  0.4220
H -2.53 -1.34 -4.34  0.4643
H -0.99 -0.41 -4.29  0.1594
H 1.09 -1.69 -4.18  0.2449
H 1.48 -3.30 -4.75  0.4885
H 3.30 -1.10 -3.49  0.3981
H 5.00 -1.20 -1.72  0.5119
H 4.89 -2.99 0.01  0.4261
H 3.06 -4.68 -0.08  0.4506
H 1.37 -4.57 -1.86  0.5777
N -4.28 -3.51 4.82  -0.4526
C -4.45 -2.26 4.42  -0.3183
C -4.63 -1.19 5.28  -0.2520
C -4.65 -1.44 6.65  -0.1804
C -4.48 -2.74 7.08  -0.5027
C -4.29 -3.74 6.13  -0.2295
H -4.43 -2.10 3.35  0.3748
H -4.76 -0.18 4.90  0.3936
H -4.79 -0.63 7.35  0.4071
H -4.48 -2.99 8.13  0.3753
H -4.15 -4.77 6.44  0.3639
N 1.23 1.06 -4.81  -0.3077
C 2.50 1.41 -4.93  -0.3422
C 2.99 2.67 -4.62  -0.6926
C 2.09 3.62 -4.15  -0.1831
C 0.76 3.27 -4.02  -0.4243
C 0.38 1.99 -4.37  -0.5615
H 3.17 0.64 -5.31  0.5384
H 4.04 2.90 -4.74  0.4042
H 2.43 4.62 -3.88  0.4303
H 0.03 3.99 -3.66  0.5855
H -0.66 1.67 -4.29  0.5870
N -4.23 2.27 5.35  -0.2601
C -2.98 2.72 5.39  -0.1623
C -2.61 3.91 6.00  -0.6445
C -3.59 4.67 6.61  -0.1243
C -4.90 4.22 6.59  -0.5846
C -5.17 3.02 5.95  -0.1431
H -2.24 2.10 4.90  0.3953
H -1.58 4.23 6.00  0.3713
H -3.35 5.61 7.10  0.3790
H -5.70 4.78 7.05  0.3735
H -6.18 2.62 5.90  0.3925
N -1.51 6.26 -2.53  -0.4653
C -2.73 6.70 -2.24  -0.2845
C -3.11 7.16 -0.99  -0.3718
C -2.17 7.14 0.03  -0.2581
C -0.89 6.68 -0.25  -0.4577
C -0.62 6.26 -1.54  -0.2384
H -3.44 6.69 -3.07  0.3897
H -4.12 7.51 -0.82  0.3718
H -2.43 7.49 1.02  0.3959
H -0.13 6.66 0.51  0.3929
H 0.37 5.89 -1.80  0.5300
N 7.52 -1.16 -1.90  -0.2839
C 8.13 -0.48 -0.92  -0.0205
C 9.50 -0.40 -0.78  -0.6422
C 10.30 -1.06 -1.70  -0.1377
C 9.69 -1.76 -2.73  -0.5965
C 8.31 -1.78 -2.78  -0.1681
H 7.47 0.01 -0.22  0.3660
H 9.93 0.16 0.04  0.3611
H 11.38 -1.02 -1.62  0.3689
H 10.28 -2.29 -3.47  0.3619
H 7.79 -2.32 -3.57  0.3727

***

ORCA calculation (ωB97M-V/def2-TZVPD) on a 2-piece molecular cluster, C2H8NS2 overall.

Summary:
molecular weight: 110.2 g mol⁻¹
charge: +1
E_HOMO: -12.6 eV
energy relative to the best compared isomer or geometry (same formula, charge and spin): 115.0 kJ/mol
Kohn-Sham gap: 0.328 Eh
calculated total energy: -931.8285 Eh

Last column: natural (NBO) charge in e.
CARTESIAN COORDINATES (ANGSTROEM)
S 1.84 -1.85 2.21  -0.0674
S -0.21 -2.32 2.16  -0.1586
H 1.94 -1.66 0.89  0.0807
H -0.47 -1.75 3.36  0.1654
C -0.44 0.64 -1.51  -0.0777
C -1.01 1.81 -1.69  -0.3091
N 0.16 0.25 -0.19  -0.7001
H -0.25 -0.15 -2.22  0.2339
H -1.47 2.14 -2.60  0.2617
H -1.03 2.46 -0.83  0.2146
H 0.83 0.96 0.12  0.4506
H -0.54 0.12 0.55  0.4622
H 0.65 -0.63 -0.27  0.4436